Entry 1:
Here is C25H38BN8OPdS2 as an isolated structure from the OMol25 dataset. Energies are from wB97M-V/def2-TZVPD.

Results
LUMO energy: 0.0921 Eh
Frontier orbital gap: 5.84 eV
HOMO: -3.34 eV
Energy: -2438.01844 hartree
Relative energy (zero: lowest compared OMol25 entry of this formula, charge and spin): 0.00 kcal per mole

The geometry in ORCA input format:
```
! RIJCOSX wB97M-V def2-TZVPD def2/J DEFGRID3
* xyz -1 1
Pd -0.66 -0.17 -2.02
C -3.18 2.07 -2.70
C -2.49 2.44 -1.42
C -2.68 3.57 -0.60
C -1.81 3.39 0.45
C -1.62 4.26 1.65
N -1.14 2.23 0.25
N -1.56 1.65 -0.90
B -0.13 1.60 1.24
N -0.81 0.49 2.08
N -1.55 -0.48 1.50
C -1.96 -1.28 2.47
C -2.79 -2.48 2.17
C -1.49 -0.82 3.72
C -0.76 0.31 3.42
C -0.02 1.20 4.37
N 1.16 1.08 0.55
N 1.13 0.15 -0.44
C 2.37 -0.25 -0.64
C 2.69 -1.27 -1.68
C 3.24 0.43 0.23
C 2.43 1.27 0.97
C 2.84 2.23 2.04
H -2.96 2.78 -3.49
H -4.26 2.03 -2.56
H -2.82 1.09 -3.02
H -3.37 4.38 -0.74
H -2.29 5.11 1.59
H -0.59 4.62 1.73
H -1.84 3.71 2.58
H 0.22 2.46 1.99
H -3.33 -2.33 1.23
H -3.52 -2.67 2.96
H -2.18 -3.37 2.06
H -1.66 -1.24 4.70
H -0.34 0.97 5.39
H -0.22 2.26 4.17
H 1.06 1.05 4.31
H 1.95 -1.23 -2.48
H 2.67 -2.28 -1.26
H 3.68 -1.10 -2.10
H 4.31 0.34 0.30
H 3.93 2.24 2.11
H 2.43 1.96 3.01
H 2.50 3.25 1.82
C 2.22 -5.86 0.75
C 1.34 -4.98 -0.10
C 0.69 -3.87 0.46
C -0.07 -3.02 -0.32
C -0.22 -3.29 -1.68
C 0.40 -4.38 -2.25
C 1.18 -5.22 -1.46
S -1.15 -2.14 -2.72
C -2.77 -2.67 -2.12
O -1.07 -2.73 -4.09
H 1.91 -5.84 1.79
H 3.26 -5.53 0.70
H 2.19 -6.90 0.40
H 0.81 -3.66 1.52
H -0.53 -2.13 0.10
H 0.28 -4.55 -3.31
H 1.68 -6.07 -1.91
H -2.88 -3.75 -2.28
H -3.51 -2.12 -2.69
H -2.85 -2.40 -1.06
C 1.13 4.29 -0.97
N 0.54 3.57 -2.08
C 1.14 2.58 -2.75
N 2.45 2.35 -2.43
S 0.37 1.70 -3.94
H 0.46 5.09 -0.68
H 2.09 4.72 -1.27
H 1.28 3.64 -0.10
H -0.47 3.60 -2.17
H 2.70 2.42 -1.45
H 2.80 1.50 -2.85
*
```

***

Entry 2:
Here is C25H38BiCl2N4OSeSi3 as an isolated structure at a distorted geometry from the OMol25 dataset. Energies are from wB97M-V/def2-TZVPD.

Results
LUMO energy: 0.0830 Eh
Frontier orbital gap: 6.18 eV
HOMO: -3.92 eV
Energy: -5674.73699 hartree
Relative energy (zero: lowest compared OMol25 entry of this formula, charge and spin): 25.70 kcal per mole

The geometry in ORCA input format:
```
! RIJCOSX wB97M-V def2-TZVPD def2/J DEFGRID3
* xyz -1 1
Bi 2.23 1.17 -2.00
C -1.05 -2.21 -1.92
O -0.77 -0.97 -1.31
Si -1.80 0.33 -1.60
C -2.28 0.43 -3.42
C -3.44 -0.09 -0.69
C -1.07 1.90 -0.94
Si -1.12 3.37 -1.95
C -0.17 4.88 -1.38
C -2.94 3.94 -2.37
C -0.35 3.06 -3.69
Si -1.21 2.20 0.90
C -1.50 0.71 2.01
C -2.65 3.45 1.21
C 0.28 3.01 1.72
H -0.62 -2.23 -2.95
H -2.13 -2.44 -2.07
H -0.67 -3.04 -1.38
H -2.74 -0.48 -3.77
H -1.44 0.59 -4.00
H -2.97 1.22 -3.60
H -3.92 -0.96 -1.16
H -4.12 0.70 -0.80
H -3.37 -0.28 0.36
H -0.47 5.38 -0.45
H -0.31 5.62 -2.15
H 0.86 4.63 -1.30
H -3.11 4.31 -3.41
H -3.37 4.54 -1.63
H -3.55 3.03 -2.25
H 0.74 3.31 -3.61
H -0.80 3.80 -4.38
H -0.34 2.08 -4.11
H -2.54 0.31 1.89
H -1.32 1.00 3.07
H -0.62 -0.85 0.82
H -3.59 2.97 0.94
H -2.61 4.30 0.51
H -2.78 3.81 2.24
H 0.42 3.96 1.26
H 1.11 2.34 1.57
H 0.13 3.10 2.76
C 2.84 -0.04 1.27
N 2.63 -1.15 0.35
C 2.32 -1.02 -0.92
Se 4.59 1.81 -1.44
N 2.14 -2.28 -1.43
C 2.50 -3.21 -0.45
C 2.43 -4.58 -0.36
C 2.77 -5.20 0.82
C 3.22 -4.44 1.88
C 3.21 -3.05 1.84
C 2.82 -2.46 0.69
H 2.41 -0.32 2.26
H 2.39 0.87 0.80
H 3.91 0.16 1.34
H 2.00 -2.38 -2.44
H 2.03 -5.09 -1.17
H 2.92 -6.24 0.81
H 3.69 -4.97 2.71
H 3.56 -2.42 2.65
Cl -1.62 -3.27 1.10
C -0.51 -2.77 2.41
C -0.11 -3.74 3.32
C 0.67 -3.41 4.40
C 0.88 -2.06 4.71
C 0.40 -1.10 3.86
Cl 0.77 0.56 4.26
C -0.32 -1.37 2.64
N -0.57 -0.40 1.72
H -0.22 -4.77 3.00
H 1.18 -4.18 5.00
H 1.47 -1.69 5.54
N 3.03 -1.26 -4.39
C 2.55 -0.44 -3.75
*
```